# 1
122
Properties=species:S:1:pos:R:3:forces:R:3 method="wB97M-V/def2-TZVPD" lumo_ha=-0.1797 total_charge=+2
Lu 3.26764 8.00431 23.40193 -0.1081 0.3869 0.5654
Br 2.79545 10.82192 26.53587 0.0446 -0.2580 -0.0861
C 4.14197 9.63805 27.20468 0.3339 0.6217 0.6029
Br 4.48200 8.02681 26.19952 0.2249 -0.3764 -0.1934
H 3.87238 9.31169 28.20864 -0.0819 0.0093 -0.2643
H 5.08871 10.18194 27.23265 -0.2730 -0.1589 -0.0794
C -1.33143 12.80578 20.82901 -0.7924 0.1052 -0.9808
C -1.59562 12.73131 22.29265 0.0489 0.1158 0.1981
C -2.69937 13.35549 22.86439 -0.7999 0.4401 -1.6957
C -3.00546 13.27739 24.19518 0.2580 -0.5194 0.6955
C -2.13385 12.60704 25.04301 0.7674 -0.1115 -0.2234
C -0.96650 12.05041 24.51031 -0.1135 -0.0619 1.0215
C -0.72052 12.08236 23.15840 0.3737 0.0192 -0.7363
N 0.49417 11.50142 22.62993 0.3724 0.1630 -0.1480
C 0.97892 10.28293 22.95832 0.3282 -0.2238 0.1502
N 0.07421 9.38958 23.38824 -0.6861 -0.0500 -0.0650
C 0.16501 8.35605 24.35805 0.8445 -0.5776 1.0047
C 1.37749 7.74207 24.73813 -0.0809 0.0863 0.1796
C 1.29685 6.92203 25.89778 -0.1732 0.4618 -0.2592
C 0.11666 6.65615 26.57104 -0.2317 -0.1855 -0.1764
C -1.07311 7.17358 26.07069 0.3505 0.1758 0.1265
C -1.04033 8.05637 25.01217 -0.5994 0.4593 -0.8867
C -2.33103 8.67745 24.52253 0.3582 0.4556 1.5318
N 2.26314 9.96020 22.80357 0.0830 -0.1229 0.4343
C 3.03239 10.98648 22.14693 -0.2348 -1.0067 -0.2764
C 3.58236 12.05327 22.82846 0.3027 0.3776 0.4557
C 4.14377 13.11065 22.12434 -0.3474 -0.0045 -0.0406
C 4.16832 13.06160 20.73574 0.0233 0.0653 0.0079
C 3.70819 11.92900 20.07303 0.1030 -0.2100 0.1769
C 3.10547 10.86691 20.76058 0.4297 1.1280 -0.3427
C 2.46671 9.73658 20.00881 -0.2137 -0.0523 0.7396
H -2.20932 13.20950 20.25961 0.7481 -0.4447 0.5959
H -1.04573 11.84400 20.39649 -0.2382 -0.1101 0.1148
H -0.49837 13.44957 20.59895 0.3882 0.4921 0.0142
H -3.38933 13.89385 22.17988 0.5214 -0.4238 0.5623
H -3.92781 13.68286 24.56116 -0.1894 0.2922 0.1782
H -2.28387 12.54558 26.10914 -0.2120 0.0228 0.0780
H -0.22663 11.57422 25.15911 -0.2958 0.1048 -0.0479
H 1.18712 12.10715 22.18460 -0.5823 -0.0609 0.2150
H -0.86087 9.77580 23.35061 0.0636 -0.0527 -0.0365
H 2.18971 6.48411 26.31983 0.0947 -0.0599 -0.1347
H 0.09945 6.01257 27.44423 0.1033 0.0592 -0.0530
H -2.03168 6.96593 26.52683 0.0448 -0.1008 0.1232
H -3.13727 8.25551 25.09396 -0.5075 -0.1391 0.1051
H -2.51512 8.50855 23.50261 -0.2635 -0.4516 -1.5290
H -2.38982 9.76430 24.66806 0.1520 -0.1329 0.1391
H 3.54013 12.08356 23.91801 -0.1149 -0.0286 -0.2569
H 4.46664 13.99230 22.66186 0.1718 -0.0396 -0.0652
H 4.51147 13.92497 20.17167 0.1354 -0.2484 0.0494
H 3.83847 11.85340 19.00347 -0.2257 0.1013 -0.1580
H 2.79041 9.76925 18.98188 -0.2362 -0.0180 -0.4230
H 1.36215 9.78825 20.11732 0.5617 -0.1190 -0.3048
H 2.81806 8.78092 20.41516 -0.0371 0.1210 -0.1610
C 5.20039 5.02688 21.41562 -0.6311 0.6916 0.2635
N 5.58341 4.21093 22.53711 0.4773 -0.0065 -0.4290
C 4.59342 3.66943 23.42839 0.2646 -0.1912 0.6254
P 3.21862 4.75926 23.95038 0.1447 -0.0470 0.4179
C 1.82141 4.10058 22.99910 -0.2347 -0.2115 -0.8480
C 1.90970 3.26014 21.86470 -0.2619 0.2475 0.3512
C 0.74917 2.88148 21.19583 -0.2078 -0.1232 0.2385
C -0.49274 3.31132 21.67614 -0.4794 -0.3340 -0.5880
C -0.60044 4.19658 22.73436 -0.0793 -0.2155 -0.3846
C 0.56613 4.57747 23.36758 -0.0634 0.7213 0.3940
C 2.95094 4.09575 25.66187 0.1706 0.0657 -0.1003
C 1.75795 3.54626 26.09404 -0.2709 -0.1415 0.0965
C 1.59529 3.16752 27.43137 -0.3438 -0.0170 0.1645
C 2.60569 3.37403 28.35810 0.2078 0.3214 -0.7472
C 3.80991 3.93652 27.91887 -0.1409 -0.1973 0.7272
C 3.97822 4.26362 26.60342 -0.8927 0.1405 -0.6627
C 6.79143 3.47461 22.41801 -0.0182 -0.1715 -0.1440
C 7.04216 2.34817 23.20507 0.5920 0.2315 -0.3930
C 8.22210 1.61542 23.08578 -0.3879 0.1653 0.1812
C 9.15638 1.99704 22.15993 0.7345 0.4660 -1.0362
C 8.91062 3.10370 21.32559 -0.4184 -0.4677 0.9403
C 7.74355 3.84307 21.46162 0.3922 -0.4494 0.1386
P 5.44679 6.87449 21.77197 0.1477 0.1845 -0.0477
C 7.12712 7.12681 22.41534 0.2328 -0.1584 -0.5131
C 8.17444 7.59061 21.62268 0.0103 0.0178 -0.6028
C 9.45623 7.69952 22.11907 0.2465 -0.0288 0.2788
C 9.69499 7.36537 23.43706 0.3277 -0.0054 1.3405
C 8.66127 6.92770 24.27943 0.1287 -0.2095 -0.3683
C 7.39229 6.78546 23.73879 -0.5326 0.0776 0.3217
C 5.40566 7.66039 20.10800 -0.4122 -0.1385 0.5055
C 5.79372 8.97642 19.86215 0.3162 -0.1139 -0.1543
C 5.68565 9.51121 18.58967 0.0735 0.4702 -0.0393
C 5.11120 8.78648 17.55962 -0.1450 -0.3478 0.3107
C 4.62502 7.51589 17.81191 -0.0934 0.1371 0.0290
C 4.77848 6.97136 19.08227 -0.3267 -0.9848 -0.7297
H 4.10832 4.97325 21.26313 0.3454 -0.1896 -0.1299
H 5.71145 4.78009 20.47874 -0.2046 -0.1859 0.2787
H 5.09422 3.50235 24.38723 0.0007 -0.0799 -0.1131
H 4.18736 2.68474 23.14288 0.1220 0.1396 -0.1087
H 2.85802 2.88662 21.51246 0.1561 -0.0164 -0.0194
H 0.78267 2.21607 20.32391 0.1054 0.3153 0.4573
H -1.41017 2.94555 21.20782 0.3585 0.1630 -0.0194
H -1.57915 4.58283 23.02587 0.3851 -0.1534 0.0925
H 0.52752 5.28810 24.18135 -0.1991 0.0632 0.1563
H 0.92480 3.45500 25.40540 0.1090 -0.2182 0.2051
H 0.64106 2.74809 27.77242 0.4017 0.1533 -0.2636
H 2.44298 3.15404 29.39242 0.0161 -0.1881 0.3838
H 4.62806 4.16508 28.59407 -0.1854 -0.2027 0.1425
H 4.87665 4.74446 26.32383 1.0257 0.3715 -0.3898
H 6.35343 2.00530 23.92329 -0.8065 -0.2578 0.6622
H 8.37289 0.74712 23.72574 0.0006 0.2183 -0.1727
H 10.09133 1.45831 22.02326 -0.2257 -0.0053 0.1402
H 9.63937 3.38425 20.59292 0.2436 0.1258 -0.2815
H 7.58752 4.68850 20.81923 0.0955 0.2348 -0.1070
H 8.04783 7.86591 20.58391 -0.3232 -0.1152 -0.0179
H 10.27357 8.03087 21.48512 -0.1789 0.0005 0.0729
H 10.69026 7.48065 23.88077 -0.3199 -0.0975 -0.3556
H 8.84134 6.64797 25.32287 0.0454 0.2049 -0.4687
H 6.55245 6.42589 24.33722 0.2801 -0.0266 0.0870
H 6.25263 9.57572 20.62680 0.0969 0.1472 0.3364
H 6.03741 10.52441 18.40208 -0.0116 -0.2128 0.0733
H 5.01283 9.18819 16.57722 0.0352 0.3710 -0.5007
H 4.11391 6.97014 17.01967 0.2159 -0.0218 0.2523
H 4.42051 5.94529 19.19667 0.0994 0.3417 0.2023
O 2.21759 6.86893 21.80531 0.1883 -0.5905 0.8123
H 1.87620 7.24990 21.01083 -0.6520 0.2723 -0.9302
H 1.64042 6.14430 22.13837 -0.0276 0.1305 -0.3378
O 6.65651 10.40523 23.96096 -0.0821 -0.2088 -0.0602
C 5.83853 9.68277 23.70154 -0.2306 0.2253 -0.0575


# 2
13
Properties=species:S:1:pos:R:3:forces:R:3 method="wB97M-V/def2-TZVPD" lumo_ha=0.0250 total_charge=0
C 0.31838 -0.19862 -1.54325 0.0371 0.0856 -0.1412
C 0.33744 0.01553 -0.04265 -0.0258 -0.0587 -0.2058
C -0.27180 1.30377 0.52113 0.1207 0.2243 -0.0436
O -1.34044 0.49719 1.08009 -0.2518 -0.0389 -0.1120
C -0.93149 -0.64853 0.54634 0.0552 0.3399 -0.0391
H 0.58096 -1.23835 -1.76895 -0.0297 0.2175 0.0142
H 1.01667 0.46785 -2.05290 -0.0419 -0.0593 -0.0644
H -0.69316 -0.02254 -1.92737 0.1757 0.0091 -0.0699
H 1.31692 -0.22567 0.38705 -0.4230 -0.1800 0.0119
H -0.68218 1.99949 -0.21722 0.0880 -0.0304 0.1585
H 0.27276 1.83392 1.30614 -0.0498 -0.0393 -0.1053
H 0.35090 -1.89029 2.06436 0.3025 -0.1852 0.3538
H -0.27494 -1.89374 1.64723 0.0428 -0.2846 0.2428


For reference, frontier orbital gap by record: 7.06; 9.21 eV.
For reference, relative energy (zero: lowest compared OMol25 entry of this formula, charge and spin) by record: 18.2; 107.6 kcal/mol.